Entry 1:
C36H62Cl12O13 | ωB97M-V/def2-TZVPD

Geometry (Å):
O (4.4763, -4.5794, -2.3249)
C (4.7966, -3.5378, -1.7703)
C (6.1760, -3.2966, -1.3268)
C (6.6403, -2.0895, -0.9486)
O (8.0484, -1.9778, -0.6382)
C (5.7113, -0.8750, -0.7318)
O (6.1648, 0.2398, -0.3979)
C (4.3095, -1.1166, -1.0796)
C (3.9023, -2.3555, -1.5598)
O (2.6173, -2.5794, -1.9053)
H (6.8321, -4.1533, -1.3724)
H (8.4615, -2.8242, -0.8240)
H (3.5021, -0.3995, -1.0599)
H (2.0392, -1.9153, -1.5227)
O (-6.5960, -2.8374, -1.9857)
C (-5.5588, -3.0598, -1.3796)
C (-5.4763, -4.1198, -0.4114)
C (-4.3055, -4.3990, 0.2124)
O (-4.2039, -5.4286, 1.0761)
C (-3.0244, -3.5825, 0.0558)
O (-1.9933, -3.8243, 0.6353)
C (-3.1474, -2.3818, -0.8193)
C (-4.2914, -2.2475, -1.5142)
O (-4.5000, -1.1479, -2.3107)
H (-6.3713, -4.6489, -0.1192)
H (-3.3859, -5.3090, 1.5641)
H (-2.3318, -1.6975, -1.0010)
H (-5.3893, -1.1136, -2.6708)
Cl (-2.4835, -1.5540, 3.5029)
C (-1.7064, -2.0069, 5.0314)
Cl (-1.4485, -0.7526, 6.2463)
Cl (-0.0887, -2.6742, 4.6265)
H (-2.2221, -2.8555, 5.4810)
Cl (2.8221, 1.2511, 3.6475)
C (1.3274, 0.8913, 4.4995)
Cl (-0.0446, 1.4047, 3.4576)
Cl (1.2008, 1.5266, 6.1423)
H (1.2565, -0.1957, 4.5385)
Cl (4.3456, -3.4336, 1.7622)
C (5.1842, -4.9643, 2.3600)
Cl (6.2015, -4.6293, 3.7141)
Cl (6.1233, -5.6229, 1.0539)
H (4.4062, -5.6817, 2.6211)
Cl (3.3311, 1.0637, -4.2206)
C (4.5942, 2.0885, -3.5241)
Cl (3.8134, 3.1496, -2.3246)
Cl (5.3448, 3.0381, -4.7856)
H (5.3713, 1.4772, -3.0653)
C (0.9919, -1.6715, 1.4408)
C (0.7557, -0.3658, 0.7027)
O (0.8579, -0.5438, -0.7047)
C (1.0588, 0.7985, -1.2710)
C (-0.2125, 1.7136, -1.1981)
H (0.1666, -2.3831, 1.4179)
H (1.9199, -2.1378, 1.1098)
H (1.0842, -1.4743, 2.5088)
H (-0.2465, -0.0135, 0.9467)
H (1.5190, 0.3401, 1.0300)
H (1.9837, 1.2245, -0.8822)
H (1.2918, 0.7116, -2.3322)
H (-0.5039, 1.8416, -0.1556)
H (-1.0865, 1.3022, -1.7032)
H (-0.0470, 2.7297, -1.5561)
C (-0.7768, 5.9185, 2.0255)
C (-0.3270, 4.6416, 1.3624)
O (1.0852, 4.6696, 1.0191)
C (1.9502, 4.4880, 2.1417)
C (3.4065, 4.3817, 1.6841)
H (-1.8380, 5.8210, 2.2543)
H (-0.2405, 6.0762, 2.9613)
H (-0.5660, 6.8211, 1.4519)
H (-0.4773, 3.7422, 1.9594)
H (-0.8080, 4.5799, 0.3862)
H (1.8464, 5.3056, 2.8551)
H (1.6830, 3.5283, 2.5841)
H (3.5774, 3.4780, 1.0990)
H (4.0667, 4.6306, 2.5148)
H (3.5282, 5.2533, 1.0410)
C (-3.5635, 5.9848, -6.7526)
C (-2.8035, 5.3304, -5.5937)
O (-3.7542, 4.9602, -4.5611)
C (-3.2889, 4.1184, -3.4995)
C (-2.5244, 4.8166, -2.3941)
H (-4.3583, 5.4666, -7.2891)
H (-4.0556, 6.9212, -6.4894)
H (-2.8898, 6.3235, -7.5397)
H (-2.3742, 4.4177, -6.0068)
H (-2.0141, 5.9879, -5.2294)
H (-4.1538, 3.5888, -3.1003)
H (-2.6543, 3.3454, -3.9330)
H (-3.1873, 5.5420, -1.9225)
H (-1.7007, 5.3537, -2.8645)
H (-2.2378, 4.1070, -1.6179)
C (-5.2655, 4.1540, 3.4725)
C (-4.1572, 4.0289, 2.4912)
O (-4.4375, 3.1261, 1.4356)
C (-3.7434, 1.9207, 1.5343)
C (-4.2834, 0.9215, 0.5209)
H (-5.4237, 3.2041, 3.9832)
H (-5.0110, 4.8672, 4.2565)
H (-6.2326, 4.5062, 3.1138)
H (-4.3158, 4.9174, 1.8801)
H (-3.1638, 4.0124, 2.9396)
H (-2.6927, 2.1936, 1.4366)
H (-3.9231, 1.4197, 2.4856)
H (-5.3345, 0.6781, 0.6763)
H (-3.7615, -0.0151, 0.7171)
H (-4.0851, 1.2764, -0.4904)
C (1.8083, -7.9615, -2.0541)
C (2.3596, -6.7784, -1.3017)
O (1.7142, -6.8163, -0.0315)
C (1.7577, -5.5954, 0.6767)
C (0.8263, -5.6244, 1.9371)
H (2.1006, -7.9908, -3.1038)
H (2.1930, -8.8952, -1.6439)
H (0.7293, -7.8633, -1.9346)
H (3.4482, -6.7399, -1.3406)
H (2.1249, -5.8875, -1.8841)
H (2.7872, -5.4454, 1.0016)
H (1.5964, -4.7007, 0.0752)
H (0.9582, -4.6489, 2.4052)
H (1.1185, -6.4405, 2.5979)
H (-0.2059, -5.7574, 1.6130)

Output
E_LUMO (eV): -1.711
SMILES string: O=C1C=C(O)C(=O)C=C1O.O=C1C=C(O)C(=O)C=C1O.ClC(Cl)Cl.ClC(Cl)Cl.ClC(Cl)Cl.ClC(Cl)Cl.CCOCC.CCOCC.CCOCC.CCOCC.CCOCC

Löwdin population analysis, charges in e, atoms 1 to 5: O 0.117; C -0.330; C -0.015; C -0.134; O 0.043

Entry 2:
C3H3NO2S2 | ωB97M-V/def2-TZVPD

Geometry (Å):
O (-2.2532, 1.2987, -0.0165)
C (-2.5893, 0.1516, 0.0069)
S (-1.6049, -1.2984, -0.0130)
N (0.0249, -0.8822, 0.0003)
C (0.5337, 0.2944, -0.0163)
C (2.0072, 0.4839, 0.0206)
O (2.4749, 1.5895, -0.0118)
S (3.0506, -0.9440, -0.0173)
H (-3.6692, -0.0323, -0.0101)
H (-0.0726, 1.1985, -0.0093)
H (2.0980, -1.8598, 0.0664)

Output
E_LUMO (eV): -0.837
SMILES string: O=CS/N=C/C(=O)S
Energy relative to the best compared isomer or geometry (same formula, charge and spin) (kcal/mol): 25.14

Löwdin population analysis, charges in e, atoms 1 to 5: O -0.013; C -0.598; S 0.973; N -0.322; C -0.187

Entry 3:
C4H7N | ωB97M-V/def2-TZVPD

Geometry (Å):
C (-1.0770, 0.5552, 0.1568)
C (0.2527, 0.8566, 0.7371)
C (-1.5797, -0.9089, 0.0780)
C (1.4202, 0.5350, -0.2631)
N (-1.6623, 1.5773, -0.3387)
H (0.4024, 1.8179, 1.1850)
H (-1.1146, -1.4840, 0.8211)
H (-1.2056, -1.3066, -0.7968)
H (-2.5815, -0.8735, -0.1460)
H (2.3351, 0.8635, 0.3480)
H (1.1595, 1.1018, -1.1082)
H (1.5930, -0.4693, -0.5638)

Output
E_LUMO (alpha / beta) (eV): 1.062 / -0.809
Energy relative to the best compared isomer or geometry (same formula, charge and spin) (kcal/mol): 0.00
2S+1: 3

Löwdin population analysis, charges in e, atoms 1 to 5: C -0.472; C -0.071; C -0.009; C -0.087; N 0.199

Entry 4:
C41H31N2O3V | ωB97M-V/def2-TZVPD

Geometry (Å):
V (0.8223, -0.8239, -0.0413)
O (-0.9826, -0.5628, 1.3239)
C (-1.3114, -1.7874, 2.0868)
C (-0.2513, -2.8444, 1.6099)
O (0.1618, -3.7503, 2.2836)
O (0.1003, -2.5254, 0.3984)
C (-1.1443, -1.5047, 3.5641)
C (-0.6763, -0.2834, 4.0293)
C (-0.5114, -0.0726, 5.3938)
C (-0.8098, -1.0784, 6.2967)
C (-1.2747, -2.3037, 5.8326)
C (-1.4403, -2.5173, 4.4749)
C (-2.7183, -2.2301, 1.7161)
C (-3.8122, -1.7535, 2.4367)
C (-5.1030, -2.0829, 2.0538)
C (-5.3166, -2.8929, 0.9469)
C (-4.2340, -3.3685, 0.2223)
C (-2.9410, -3.0363, 0.6009)
H (-1.7195, -0.4084, 0.7158)
H (-0.4350, 0.5045, 3.3307)
H (-0.1403, 0.8822, 5.7439)
H (-0.6804, -0.9136, 7.3589)
H (-1.5062, -3.0973, 6.5313)
H (-1.7917, -3.4754, 4.1149)
H (-3.6486, -1.1302, 3.3063)
H (-5.9447, -1.7104, 2.6232)
H (-6.3246, -3.1548, 0.6522)
H (-4.3948, -4.0035, -0.6391)
H (-2.1029, -3.4110, 0.0269)
C (1.3976, -1.5123, -4.4428)
C (2.2145, -0.4615, -4.5865)
C (2.6759, 0.3490, -3.3994)
C (1.6263, 0.0940, -2.3176)
C (0.9217, -1.1505, -2.0816)
C (0.8465, -1.9596, -3.1480)
C (2.6817, 1.1794, -0.1436)
C (2.6383, 2.5966, 0.3644)
C (2.7420, 2.8158, 1.6744)
C (2.8143, 1.7174, 2.6372)
C (3.0777, 1.9097, 3.9905)
C (3.0377, 0.8501, 4.8814)
C (2.7190, -0.4227, 4.4215)
C (2.4590, -0.6379, 3.0810)
C (2.5085, 0.4239, 2.1746)
N (2.1777, 0.2429, 0.8425)
H (1.1457, -2.0991, -5.3200)
H (2.6211, -0.2222, -5.5627)
H (3.7200, 0.1261, -3.1695)
H (0.3934, -2.9432, -3.0969)
H (2.5596, 3.4050, -0.3528)
H (2.7585, 3.8298, 2.0596)
H (3.3067, 2.9090, 4.3445)
H (3.2488, 1.0125, 5.9305)
H (2.6733, -1.2541, 5.1140)
H (2.2277, -1.6337, 2.7138)
C (0.4696, 2.8502, -4.7423)
C (1.7315, 2.4342, -4.6427)
C (2.2912, 1.8608, -3.3762)
C (1.1672, 1.5631, -2.3506)
C (-0.1535, 2.1867, -2.4738)
C (-0.4764, 2.7843, -3.6205)
N (1.6248, 0.9474, -1.1439)
C (4.0753, 0.7882, -0.6566)
C (4.4509, -0.5528, -0.6830)
C (5.6577, -0.9357, -1.2442)
C (6.5148, 0.0203, -1.7773)
C (6.1618, 1.3591, -1.7231)
C (4.9512, 1.7400, -1.1587)
H (0.1189, 3.2790, -5.6729)
H (2.4106, 2.5417, -5.4811)
H (3.0958, 2.5027, -3.0026)
H (-0.8391, 2.1285, -1.6375)
H (-1.4522, 3.2357, -3.7464)
H (3.7958, -1.3037, -0.2614)
H (5.9308, -1.9830, -1.2634)
H (7.4575, -0.2767, -2.2183)
H (6.8330, 2.1128, -2.1155)
H (4.6934, 2.7904, -1.1101)

Output
E_LUMO (alpha / beta) (eV): 0.014 / 0.230
2S+1: 3

Löwdin population analysis, charges in e, atoms 1 to 5: V 1.088; O -0.052; C -0.268; C -0.559; O 0.130

Entry 5:
C5H15NO2 | ωB97M-V/def2-TZVPD

Geometry (Å):
C (-1.8780, -2.3962, 0.3867)
C (-1.8375, -1.2762, 1.4169)
C (-0.6714, -0.2620, 1.2554)
C (-0.3150, -0.0291, -0.1799)
C (-0.5775, 1.1084, -0.8152)
N (-0.2485, 1.4236, -2.1198)
H (-0.8709, -2.6624, 0.0706)
H (-2.3518, -2.0877, -0.5504)
H (-2.3662, -3.2927, 0.7845)
H (-2.7740, -0.7233, 1.4268)
H (-1.7311, -1.7729, 2.3786)
H (-1.1325, 0.6500, 1.6380)
H (0.1411, -0.5775, 1.9064)
H (0.2628, -0.7892, -0.7079)
H (-1.0720, 1.9175, -0.3064)
H (-0.5817, 2.3055, -2.4629)
H (0.1617, 0.7143, -2.6935)
O (5.3029, -4.0501, 1.7334)
H (4.5011, -4.5567, 1.9249)
H (4.9541, -3.4157, 1.0930)
O (0.6811, 6.4395, -2.1922)
H (1.3424, 6.9628, -2.6795)
H (1.0610, 6.3698, -1.3077)

Output
E_LUMO (eV): 0.700
SMILES string: CCC/C=C/N.O.O
Energy relative to the best compared isomer or geometry (same formula, charge and spin) (kcal/mol): 33.65

Löwdin population analysis, charges in e, atoms 1 to 5: C -0.132; C -0.266; C -0.220; C -0.159; C -0.228

Entry 6:
C9H14FN2O2 | ωB97M-V/def2-TZVPD

Geometry (Å):
N (-0.5649, -2.2870, 1.3605)
C (-1.5269, -1.3399, 0.6919)
C (-2.9062, -1.2500, 1.4727)
C (-3.8423, -2.3058, 0.8035)
F (-3.3729, -3.5630, 1.1753)
H (0.1135, -1.7458, 1.9045)
H (-0.0620, -2.8328, 0.6577)
H (-1.0107, -2.9499, 2.0053)
H (-1.6924, -1.6977, -0.3426)
H (-1.0839, -0.3277, 0.6580)
H (-3.2877, -0.2190, 1.3498)
H (-2.6829, -1.4917, 2.5350)
H (-3.7641, -2.1603, -0.2985)
H (-4.9099, -2.1853, 1.0658)
C (3.6265, 1.5401, -2.2590)
C (3.0739, 2.8133, -2.1901)
C (2.0160, 3.0668, -1.3286)
C (1.5234, 2.0366, -0.5381)
C (2.0647, 0.7585, -0.6052)
C (3.1202, 0.5129, -1.4709)
N (0.4249, 2.3099, 0.3871)
O (-0.0298, 3.4251, 0.4050)
O (0.0235, 1.3979, 1.0994)
H (4.4558, 1.3475, -2.9285)
H (3.4702, 3.6097, -2.8063)
H (1.5920, 4.0606, -1.2811)
H (1.6798, -0.0452, 0.0070)
H (3.5523, -0.4779, -1.5296)

Output
E_LUMO (eV): -3.462
Net charge: +1

Löwdin population analysis, charges in e, atoms 1 to 5: N 0.199; C -0.140; C -0.111; C -0.191; F -0.052

Number 1: electronic energy -7909.12644 Eh, F_max 3.4 eV/A. Number 2: electronic energy -1117.68602 Eh, F_max 1.7 eV/A. Number 3: electronic energy -211.20440 Eh, F_max 4.3 eV/A. Number 4: electronic energy -2860.11443 Eh, F_max 1.7 eV/A. Number 5: electronic energy -404.70143 Eh, F_max 1.5 eV/A. Number 6: electronic energy -710.85342 Eh, F_max 1.8 eV/A.